i) 9
Properties=species:S:1:pos:R:3:lowdin_charge:R:1 method="wB97M-V/def2-TZVPD" lumo_ev=-0.08 gap_ha=0.315
N -2.173 0.993 -0.218 0.20
C -1.045 0.524 -0.199 -0.22
H 1.317 -0.722 1.492 0.09
N 1.315 -0.907 -2.255 0.14
C 0.138 -0.084 -0.113 -0.39
H -2.161 -0.271 0.123 0.24
N 0.917 0.073 1.032 0.06
C 0.745 -0.550 -1.311 -0.20
H 0.933 0.977 1.462 0.09

***

ii) 9
Properties=species:S:1:pos:R:3:lowdin_charge:R:1 method="wB97M-V/def2-TZVPD" lumo_ev=-1.52 gap_ha=0.265
C -0.642 -1.046 -0.662 -0.04
N 0.531 1.523 1.576 -0.07
N -0.327 0.577 1.316 0.04
N 1.447 1.497 0.580 -0.09
C -0.423 -0.035 0.263 -0.14
H 0.286 -0.843 -1.201 0.08
H -1.411 -0.652 -1.207 0.06
C 1.485 0.968 -0.487 0.03
H -0.947 -1.990 -0.178 0.12

***

Short version: i), ii), most stable first.

***

i) 17
Properties=species:S:1:pos:R:3:lowdin_charge:R:1 method="wB97M-V/def2-TZVPD" lumo_ev=0.42 gap_ha=0.315
C -0.293 -2.191 -1.004 0.00
H -1.161 0.672 2.472 -0.09
N 1.142 0.327 -0.580 -0.15
C -1.114 1.611 -0.793 0.03
C 0.020 -0.017 0.100 -0.55
C -0.604 -1.351 -0.001 -0.20
H 0.410 -2.005 -1.925 0.10
H 2.991 0.056 -1.080 0.07
H -2.177 1.500 -0.646 0.01
H -1.329 -1.634 0.767 0.09
H -0.707 -3.164 -1.017 0.03
H -0.542 2.551 -0.324 0.06
Si 0.134 0.817 1.881 0.67
H -0.759 1.221 -1.732 0.00
N 2.139 -0.462 -0.720 0.07
H 0.801 2.054 1.692 -0.09
H 1.050 0.018 2.910 -0.06

***

ii) 17
Properties=species:S:1:pos:R:3:lowdin_charge:R:1 method="wB97M-V/def2-TZVPD" lumo_ev="-0.18 / -0.16" gap_ha="0.236 / 0.238"
H -1.861 0.039 1.634 -0.04
H 0.547 3.105 0.948 0.08
Si -1.247 1.087 0.589 0.77
H -1.784 2.461 0.379 -0.09
C 1.248 2.226 0.698 -0.17
H 1.952 2.033 1.588 0.12
H -1.701 -3.113 -0.656 0.08
N 0.440 1.076 0.590 -0.39
C 1.163 -0.078 0.255 -0.19
H 1.329 -1.732 -0.795 0.11
H -2.082 -1.893 -1.764 0.08
C 0.600 -1.164 -0.261 -0.27
H 2.114 -0.055 0.511 0.05
H 1.817 2.425 -0.266 0.11
H -0.615 -2.765 -1.888 0.04
C -1.233 -2.292 -1.213 -0.19
N -0.687 -1.359 -0.349 -0.11

***

Short version: ii), i), most stable first.

***

i) 12
Properties=species:S:1:pos:R:3:lowdin_charge:R:1 method="wB97M-V/def2-TZVPD" lumo_ev=3.89 gap_ha=0.245 total_charge=-1
O -1.760 1.317 -0.870 0.00
C 1.215 0.414 0.936 -0.25
H 0.800 0.704 1.859 0.03
S -0.863 -1.246 0.201 0.84
H 0.682 0.021 -1.622 0.11
H 1.073 1.240 0.040 0.10
H 2.303 0.402 1.105 0.04
C -2.222 0.540 -0.092 -0.73
C 0.501 -0.943 -0.955 -0.52
H 0.556 -1.834 -1.564 0.02
C 0.972 -0.940 0.416 -0.59
O -3.256 0.325 0.547 -0.06

***

ii) 12
Properties=species:S:1:pos:R:3:lowdin_charge:R:1 method="wB97M-V/def2-TZVPD" lumo_ev=3.44 gap_ha=0.276 total_charge=-1
H -1.725 0.197 0.315 0.07
C -0.698 -0.166 0.441 -0.14
H 1.810 -0.972 -1.008 0.02
H -0.510 -1.264 0.223 0.10
S 0.223 -0.045 -2.354 0.74
O 3.780 0.580 -0.777 -0.06
H 0.119 1.552 -0.819 0.02
H -0.270 0.310 1.253 0.04
O 2.606 2.177 -1.795 -0.05
C 1.687 -0.023 -1.375 -0.39
C -0.011 0.557 -0.660 -0.51
C 2.814 1.063 -1.354 -0.84

***

Short version: ii), i), most stable first.

***

i) 53
Properties=species:S:1:pos:R:3:lowdin_charge:R:1 method="wB97M-V/def2-TZVPD" lumo_ev=0.14 gap_ha=0.292
N -0.766 2.028 3.631 -0.19
H -0.192 3.993 3.383 0.12
H -3.149 -2.452 -0.729 0.08
S 0.875 -1.888 0.929 0.98
O -1.026 -2.327 -3.306 0.13
H -3.081 -0.428 3.269 0.06
C 1.769 1.795 3.463 -0.15
C 0.577 -2.285 -5.665 -0.01
H 2.507 -0.481 -3.554 0.11
H -0.362 -2.816 -5.684 0.12
H -2.864 3.139 2.175 0.06
H -2.657 3.911 3.750 0.07
H -0.393 3.122 1.846 0.11
C -0.808 3.256 2.860 -0.26
C -2.229 3.802 2.756 -0.09
H -0.690 0.028 2.977 0.08
C 1.759 0.759 1.245 -0.55
H 1.930 -0.256 2.993 0.12
C 2.992 -0.910 -5.596 -0.09
H 1.992 -0.397 -0.566 0.07
H 0.598 2.560 5.079 0.12
H 3.930 -0.377 -5.584 0.11
N 0.472 -1.203 -2.137 0.19
H -3.378 1.251 3.741 0.06
C -0.592 -1.083 0.097 -0.23
Cl 3.555 -1.471 -8.173 0.68
C 2.569 -1.541 -6.758 -0.67
H -3.577 -2.461 -2.450 0.09
C 1.364 -2.228 -6.798 -0.10
H 0.396 0.820 4.825 0.12
H -1.481 -1.429 0.619 0.10
C -0.589 -1.489 -1.320 -0.29
H 1.797 2.691 2.841 0.11
C 0.174 -1.709 -3.299 -0.27
H -2.400 0.207 4.769 0.07
H -1.635 1.121 1.954 0.11
H -2.786 -3.864 -1.734 0.09
H 1.050 -2.712 -7.709 0.11
C -2.644 0.450 3.738 -0.07
C 0.476 1.782 4.315 -0.17
H -0.481 -0.006 0.205 0.09
C 0.989 -1.657 -4.490 -0.14
C -1.379 0.876 2.991 -0.26
C -1.514 -2.192 -2.047 -0.24
O 0.643 -1.775 2.379 -0.55
H -2.214 4.775 2.270 0.07
H 3.052 -0.903 0.787 0.10
H 2.625 1.810 4.146 0.12
C 2.203 -0.968 -4.466 -0.01
C 2.064 -0.535 0.511 -0.22
C -2.836 -2.775 -1.717 0.01
N 1.924 0.667 2.577 0.06
O 1.439 1.775 0.659 0.05

***

ii) 53
Properties=species:S:1:pos:R:3:lowdin_charge:R:1 method="wB97M-V/def2-TZVPD" lumo_ev=0.36 gap_ha=0.314
H 0.728 5.831 2.980 0.11
C -2.548 2.038 -0.685 -0.26
C 1.378 3.959 3.790 -0.67
C -3.522 2.549 -1.682 0.01
H 1.869 1.970 4.411 0.11
H 0.093 -5.033 -0.395 0.07
H -0.690 -2.550 1.204 0.10
H -3.036 3.255 -2.355 0.09
N -1.210 0.881 0.657 0.20
H 2.865 -0.495 -0.668 0.11
H 1.917 0.813 0.080 0.12
O -1.921 2.906 0.139 0.13
H -0.739 4.772 1.295 0.12
N 1.090 -2.468 0.159 -0.20
C -1.118 2.154 0.916 -0.29
O -0.941 -1.994 -2.616 -0.55
C 0.317 0.886 -1.862 -0.55
H 1.515 -3.698 -2.157 0.07
H 0.473 -3.786 1.710 0.12
H -1.993 -1.326 -0.386 0.08
C 0.648 4.756 2.921 -0.09
C -0.173 4.164 1.983 0.00
S -1.824 -0.824 -2.729 0.95
C 1.294 2.575 3.728 -0.09
H -1.301 1.495 -3.150 0.08
C -0.689 0.613 -2.975 -0.21
H 3.235 -4.055 -1.946 0.07
H 2.092 -1.220 1.575 0.12
C 0.070 -3.244 0.834 -0.25
H 0.390 0.914 2.726 0.11
C -0.591 -4.233 -0.123 -0.08
N 0.954 -0.208 -1.435 0.09
H -1.467 -4.676 0.345 0.07
H -0.891 -3.717 -1.031 0.04
H -3.935 1.725 -2.256 0.08
C 2.278 -3.229 -0.195 -0.24
C 1.869 -0.202 -0.320 -0.14
H 0.421 -0.769 1.132 0.08
O 0.533 2.022 -1.481 0.06
H 2.692 -2.389 -2.152 0.06
H -0.150 0.364 -3.890 0.10
C -2.103 0.779 -0.374 -0.30
H -3.515 -0.665 -1.045 0.09
H 0.617 -1.133 -1.694 0.09
C 1.360 -1.174 0.749 -0.19
H 2.211 -4.235 0.235 0.11
C -2.437 -0.524 -0.972 -0.20
C 2.441 -3.350 -1.710 -0.07
C 0.471 1.986 2.789 -0.01
H -4.332 3.076 -1.178 0.09
Cl 2.404 4.697 4.965 0.68
H 3.172 -2.757 0.232 0.11
C -0.269 2.774 1.908 -0.13

***

Short version: ii), i), most stable first.

***

i) 16
Properties=species:S:1:pos:R:3:lowdin_charge:R:1 method="wB97M-V/def2-TZVPD" lumo_ev="-6.22 / -6.22" gap_ha="0.327 / 0.327" total_charge=+1
H 0.456 0.950 2.195 0.11
H 2.004 0.384 1.521 0.11
H 0.519 1.368 -0.424 0.18
H -1.777 1.044 0.552 0.12
H -1.541 0.104 -0.902 0.09
N 0.678 -0.731 -0.643 -0.07
C 0.908 0.236 1.496 0.00
H 0.314 -2.502 -2.507 0.15
H -1.386 -0.669 0.604 0.09
O 0.882 -1.755 -0.247 0.27
O 0.952 -1.818 -2.848 -0.03
C -1.203 0.244 0.113 -0.01
H 0.710 -0.675 1.887 0.04
N 0.475 -0.534 -2.649 0.18
C 0.289 0.392 0.081 -0.36
H 1.222 0.185 -2.763 0.13

***

ii) 16
Properties=species:S:1:pos:R:3:lowdin_charge:R:1 method="wB97M-V/def2-TZVPD" lumo_ev=-3.65 gap_ha=0.420 total_charge=+1 smiles="NC(=O)[C@H]([NH3+])CO"
N 1.806 0.488 0.085 0.25
N -1.334 -1.472 -0.312 0.19
C -0.133 -1.038 0.084 -0.54
C 0.363 0.239 -0.574 -0.12
H 2.431 0.523 -0.660 0.13
H -1.793 -1.248 -1.248 0.17
H 0.062 2.349 -0.846 0.15
H -1.259 1.418 -1.354 0.14
O -0.957 1.789 0.650 0.01
C -0.508 1.450 -0.565 -0.29
H 0.695 -0.202 -1.576 0.19
O 0.620 -1.704 0.750 0.09
H -1.578 -2.426 0.027 0.15
H 2.098 -0.457 0.663 0.23
H -1.425 1.055 1.090 0.13
H 1.832 1.293 0.620 0.12

***

Short version: ii), i), most stable first.

***

i) 9
Properties=species:S:1:pos:R:3:lowdin_charge:R:1 method="wB97M-V/def2-TZVPD" lumo_ev=3.42 gap_ha=0.238 total_charge=-1
S 3.177 -1.370 0.027 0.55
S 0.487 2.507 -0.112 0.49
C 3.256 0.223 0.001 -0.95
O 4.036 1.097 0.150 -0.04
H 0.635 -1.050 -0.281 0.06
C 1.064 1.016 0.002 -0.84
N 0.415 -0.129 0.066 -0.16
H -1.314 0.809 0.301 0.04
O -1.021 -0.113 0.027 -0.14

***

ii) 9
Properties=species:S:1:pos:R:3:lowdin_charge:R:1 method="wB97M-V/def2-TZVPD" lumo_ev=2.94 gap_ha=0.232 total_charge=-1
S -0.505 -2.059 0.293 0.20
O -0.669 1.945 0.303 0.02
H -1.775 -0.148 1.026 0.06
C -1.144 -0.386 0.146 -0.66
S 2.286 -0.307 -0.120 0.84
C -0.150 0.864 0.289 -0.63
N 1.166 0.598 0.392 -0.28
O 2.306 -0.374 -1.576 -0.55
H -1.515 -0.135 -0.754 0.00

***

Short version: ii), i), most stable first.

***

i) 10
Properties=species:S:1:pos:R:3:lowdin_charge:R:1 method="wB97M-V/def2-TZVPD" lumo_ev=-1.67 gap_ha=0.281
C 2.761 0.275 0.923 0.13
H 0.197 1.613 -0.527 0.12
C 0.659 0.664 -0.341 -0.10
H -1.207 -0.677 1.478 0.06
C 1.909 0.510 0.000 -0.23
C -1.373 -0.419 0.412 -0.64
C -0.205 -0.523 -0.495 -0.26
H 0.442 -1.403 -0.316 0.13
S -2.661 0.566 0.352 0.70
H -0.523 -0.606 -1.486 0.10

***

ii) 10
Properties=species:S:1:pos:R:3:lowdin_charge:R:1 method="wB97M-V/def2-TZVPD" lumo_ev=-1.82 gap_ha=0.263 smiles="S=C1C=CC=C1"
C -0.367 -1.115 -0.459 -0.06
H -0.929 -1.247 1.652 0.10
H 0.712 -0.242 -2.160 0.10
H -0.652 -2.137 -0.798 0.12
H -0.146 1.344 1.905 0.11
C -0.564 -0.601 0.884 -0.08
S 1.273 2.415 -0.635 0.76
C 0.469 1.016 -0.254 -0.80
C -0.098 0.690 1.022 -0.13
C 0.301 -0.122 -1.158 -0.12

***

Short version: ii), i), most stable first.

***

i) 24
Properties=species:S:1:pos:R:3:lowdin_charge:R:1 method="wB97M-V/def2-TZVPD" lumo_ev=-3.23 gap_ha=0.352 total_charge=+1 smiles="C=CCCC[C@@H](C)[NH3+]"
H -0.791 3.232 -1.312 0.05
C 0.156 2.268 0.396 -0.19
H -2.062 -0.820 -1.714 0.18
H 2.525 -0.029 0.661 0.08
H 1.938 2.390 1.345 0.16
C 1.159 1.588 1.144 -0.24
C -0.028 2.569 -0.970 0.02
H 1.027 -1.533 1.327 0.11
H -0.510 2.803 1.093 0.11
H -1.599 0.420 -0.832 0.12
N -1.605 -0.593 -0.811 0.21
H 1.473 0.567 -0.661 0.12
H -0.287 -0.521 1.333 0.13
H -1.554 -3.172 -0.705 0.07
C 0.572 -0.819 0.713 -0.14
H -0.984 -3.031 0.716 0.08
C 1.585 0.284 0.452 -0.15
H -2.244 -0.881 -0.070 0.16
C -0.737 -2.686 -0.268 -0.09
H 0.195 -3.370 -0.358 0.14
H 0.921 1.447 2.200 0.12
C -0.218 -1.300 -0.510 -0.28
H 0.796 2.497 -1.626 0.04
H 0.270 -1.309 -1.542 0.18

***

ii) 24
Properties=species:S:1:pos:R:3:lowdin_charge:R:1 method="wB97M-V/def2-TZVPD" lumo_ev=-3.71 gap_ha=0.309 total_charge=+1 smiles="C/C=C/CCCC[NH3+]"
H -0.760 1.682 2.179 0.11
H -0.368 -0.603 1.487 0.11
H 0.633 -2.659 -1.495 0.11
H 2.235 -2.664 -0.144 0.17
H 1.214 -0.219 0.000 0.10
H 3.012 -1.475 0.566 0.17
H -0.066 -1.261 -2.215 0.11
C -0.975 1.025 0.255 -0.15
H -2.265 3.628 0.497 0.09
C -1.011 2.009 1.172 -0.15
C 0.327 -1.634 -1.271 -0.16
C 1.580 -0.817 -0.841 -0.13
H -0.637 3.734 0.002 0.08
C -0.926 -1.539 -0.338 -0.19
H 3.319 -1.923 -1.079 0.18
C -1.097 -0.403 0.676 -0.24
N 2.646 -1.742 -0.340 0.21
H -1.061 -2.535 0.078 0.11
H 1.843 -0.082 -1.586 0.13
H -1.395 1.291 -0.720 0.12
H -1.085 4.090 1.709 0.07
H -1.774 -1.376 -1.014 0.11
H -2.066 -0.614 1.125 0.12
C -1.247 3.442 0.853 -0.09

***

Short version: ii), i), most stable first.

***

i) 27
Properties=species:S:1:pos:R:3:lowdin_charge:R:1 method="wB97M-V/def2-TZVPD" lumo_ev=0.82 gap_ha=0.271
C -0.858 0.053 -1.743 -0.40
C -0.520 0.905 0.647 -0.41
C 0.321 -2.707 0.741 -0.06
H -1.810 1.845 -2.014 0.08
H 1.449 1.776 0.337 0.05
H -1.763 -0.393 -1.319 0.13
H 0.165 2.579 -0.571 0.05
H -0.264 1.705 -2.742 0.10
H 2.685 -0.408 -0.005 0.08
N 0.907 -1.478 0.200 -0.18
H -2.623 0.474 1.009 0.06
H 2.493 -1.226 1.563 0.09
O 0.137 -0.645 -2.077 -0.08
H 2.912 -2.163 0.109 0.09
C -1.972 1.330 0.813 -0.18
H 0.402 -2.713 1.830 0.09
H -0.239 0.509 1.640 0.08
H -2.362 1.849 -0.068 0.04
H 0.827 -3.592 0.346 0.09
H -0.728 -2.754 0.454 0.09
H -2.112 2.038 1.641 0.06
H 0.718 -1.380 -0.869 0.08
H 0.330 2.869 1.146 0.06
C 2.336 -1.314 0.487 -0.07
C 0.400 2.085 0.378 -0.17
N -1.086 1.246 -2.376 0.12
H 0.257 -0.489 0.443 0.10

***

ii) 27
Properties=species:S:1:pos:R:3:lowdin_charge:R:1 method="wB97M-V/def2-TZVPD" lumo_ev=0.88 gap_ha=0.346 smiles=CNC[C@H](C)N(C)C.O
O -1.961 -1.869 1.393 -0.03
H 3.017 0.117 -1.233 0.07
H -1.212 2.648 1.355 0.10
H -0.594 1.031 1.554 0.04
C 0.527 -1.657 -1.219 -0.06
C 0.512 -0.071 -1.128 -0.37
H 0.247 -0.581 1.812 0.06
H -1.611 -2.189 0.602 -0.03
H 3.330 0.645 0.431 0.07
N 1.220 0.444 0.047 -0.21
H -1.053 2.193 -0.808 0.03
C -0.997 0.312 -1.047 -0.23
H 2.627 1.760 -0.868 0.09
C 2.623 0.731 -0.412 -0.10
N -1.543 1.497 -0.440 -0.09
H 1.611 -1.969 -1.085 0.09
H -0.009 -2.132 -2.089 0.09
H -2.520 -1.087 1.353 0.04
H -0.057 -2.087 -0.400 0.03
H 1.656 -1.427 1.234 0.05
C 1.227 -0.450 1.292 -0.10
C -1.396 1.566 1.024 -0.13
H 1.999 0.117 1.998 0.12
H -1.372 0.323 -2.156 0.14
H -2.406 1.473 1.401 0.06
H 0.816 0.508 -2.064 0.15
H -1.486 -0.570 -0.490 0.09

***

Short version: i), ii), most stable first.